ORCA calculation (wB97M-V/def2-TZVPD) on C3H10N2O as an isolated structure in a non-equilibrium geometry.

Calculated values
HOMO level (spin up / spin down), eV: -14.95 / -14.86
Total energy, hartree: -304.65703
Molar mass, g/mol: 90.126
Total charge: +1
Lowest unoccupied orbital energy (spin up / spin down), Eh: -0.1308 / -0.2709
Multiplicity: 2
Orbital gap (spin up / spin down), eV: 11.39 / 7.48

Each line ends with the natural charge from an NBO analysis.
CARTESIAN COORDINATES (ANGSTROEM)
C1 -1.40 1.55 -1.55  -0.4438
C2 0.92 1.07 -1.43  0.0503
N1 -0.23 0.91 -0.95  -0.4452
H1 -1.94 2.04 -0.74  0.2302
H2 -2.02 0.80 -2.03  0.2351
H3 -1.14 2.36 -2.23  0.2182
H4 1.13 1.87 -2.14  0.2014
H5 1.73 0.47 -1.02  0.1836
H6 -0.65 -0.18 -0.25  0.4269
N2 -0.97 -1.08 0.53  -0.9452
C3 0.82 -1.08 1.21  0.0853
O1 1.05 -1.50 2.37  -0.1161
H7 -1.59 -0.98 1.33  0.4070
H8 -1.24 -1.98 0.13  0.3998
H9 1.16 -1.63 0.34  0.2491
H10 0.74 0.01 1.13  0.2636